Entry from the OMol25 dataset: a molecular structure, C22H17Li2NO13 (ωB97M-V/def2-TZVPD).

```
55
Properties=species:S:1:pos:R:3:forces:R:3:nbo_charge:R:1
Li -2.182897 -0.375891 -5.296644 -0.116 0.180 0.543 0.967
Li -0.189647 -0.398631 -1.650394 0.120 -0.132 0.092 0.959
C 1.720213 -6.049011 -1.337074 -1.533 3.834 -0.364 -0.529
C 1.096113 -4.827101 -1.803064 0.834 0.196 0.619 0.428
C 0.154793 -4.873721 -3.074304 -0.710 -2.075 0.660 0.443
O -0.571687 -3.882461 -3.277414 0.479 0.281 -0.611 -0.727
C 0.047063 -6.165961 -3.780084 -0.634 4.224 1.287 -0.533
C 0.698513 -7.286001 -3.367354 2.379 -3.369 -2.673 0.393
C 1.592583 -7.191361 -2.032684 1.724 -5.873 0.583 0.402
O 2.249293 -8.254751 -1.537684 -2.320 2.488 -2.271 -0.764
O 0.770743 -8.304701 -4.220784 -0.149 2.106 3.365 -0.743
O 1.267503 -3.714181 -1.236334 -0.353 -0.515 -0.473 -0.732
H 2.246623 -6.023671 -0.394384 0.189 -0.026 -0.076 0.197
H -0.580637 -6.109831 -4.657154 0.009 -0.437 -0.200 0.187
C -7.654877 -0.084731 -1.905784 -0.664 0.140 1.920 -0.550
C -6.249817 -0.068091 -1.750474 -0.346 0.603 -3.020 0.414
C -5.593487 0.066699 -0.354114 1.868 -0.585 -0.292 0.397
O -4.340157 0.061169 -0.198754 -0.188 0.086 -1.060 -0.729
C -6.416787 0.157409 0.729556 -2.058 -0.003 1.030 -0.545
C -7.824367 0.078989 0.663836 -1.916 0.996 -0.538 0.431
C -8.529147 0.082529 -0.803314 -0.780 0.226 0.603 0.425
O -9.778347 0.313249 -0.894374 1.993 -0.525 0.261 -0.722
O -8.610057 0.185819 1.635026 0.830 -0.423 -0.409 -0.701
O -5.592097 -0.016421 -2.852244 0.694 -0.259 1.563 -0.759
H -8.168357 0.059469 -2.844904 0.508 -0.193 -0.509 0.182
H -6.043807 0.324029 1.729326 0.453 -0.126 0.041 0.188
C 1.581273 5.650739 -2.474654 -0.668 -4.564 -0.228 -0.535
C 1.310593 4.148329 -2.564484 -0.088 1.438 0.566 0.449
C 0.722923 3.625779 -3.988254 -0.123 0.427 -1.969 0.423
O 0.373973 2.407969 -4.201854 0.435 1.169 1.148 -0.795
C 0.672773 4.605849 -5.091394 -0.240 -2.745 3.881 -0.501
C 0.928903 5.953089 -4.887374 -0.112 1.187 -5.784 0.388
C 1.399353 6.491419 -3.547494 0.700 3.234 0.404 0.366
O 1.672103 7.739689 -3.377184 -0.619 -1.466 -1.113 -0.726
O 0.844203 6.615659 -6.061304 0.435 -0.305 4.382 -0.740
O 1.452223 3.327049 -1.623924 -0.138 0.946 -1.395 -0.692
H 1.983583 6.106919 -1.582214 -0.050 -0.304 0.220 0.197
H 0.248033 4.237279 -6.013424 0.161 0.188 -0.173 0.188
C 4.698663 -0.005851 3.545866 0.061 -0.047 1.603 -0.625
C 3.450463 -0.018441 4.474596 1.825 0.076 1.831 -0.048
C 3.345043 1.062009 5.629976 0.500 0.623 -0.159 -0.060
O 4.222063 0.892399 6.766026 0.206 0.698 0.591 -0.568
C 4.181893 1.943589 7.815086 0.529 -1.414 -1.486 -0.248
N 2.241233 0.020659 3.732056 -1.000 0.071 -0.253 -0.799
H 5.591743 -0.197121 4.140776 0.054 0.025 0.308 0.205
H 4.911543 0.941419 3.050406 -0.545 -0.118 -0.343 0.220
H 4.652943 -0.877481 2.892976 -0.224 0.354 -0.433 0.218
H 3.404443 -0.970561 5.003226 1.000 -0.352 0.298 0.150
H 2.346813 1.127699 6.062766 -0.445 -0.352 -0.494 0.164
H 3.536263 2.022139 5.150726 0.077 0.340 0.007 0.164
H 4.452093 2.926649 7.429506 -0.205 0.055 -0.315 0.171
H 4.977483 1.654269 8.501696 -0.113 -0.096 0.032 0.183
H 3.242803 1.997209 8.365846 -0.246 -0.156 -0.254 0.169
H 2.375133 -0.640831 2.980656 -0.251 0.056 -0.528 0.360
H 1.662203 -0.490371 4.382956 -1.228 0.213 -0.415 0.345
```
Positions in Å, forces in eV/Å.

HOMO level = 1.730 eV
calculated total energy = -1896.0931 hartree
net charge = -4
HOMO-LUMO gap = 2.4 eV
molecular weight = 517.25 g mol⁻¹